ORCA calculation (ωB97M-V/def2-TZVPD) on a 11-piece molecular cluster, C58H147N9O19 overall.

Geometry as XYZ:
```
233
Properties=species:S:1:pos:R:3:lowdin_charge:R:1
C -1.125 -4.887 2.884 -0.22
H -5.957 -2.153 1.617 0.11
H 2.611 -2.117 5.282 0.11
H -9.618 0.265 -0.935 0.11
C 0.189 7.279 1.411 -0.04
C -4.230 6.179 1.910 -0.07
H -0.873 5.072 -2.322 0.15
H 6.143 -6.297 -2.237 0.12
C -3.086 3.853 -1.472 -0.16
C -9.220 0.197 -1.947 -0.23
H 0.956 -4.583 -2.343 0.10
C 4.082 -2.921 -2.942 -0.20
N -3.394 7.158 1.183 0.22
O -2.677 4.327 2.153 -0.22
N -6.970 -0.953 -1.338 -0.05
H 3.977 -6.604 -7.626 0.09
H 2.072 -6.461 -4.073 0.06
H -2.202 4.535 0.199 0.08
H -4.613 2.392 -1.672 0.11
H -7.354 1.172 -1.181 0.10
H -7.840 8.954 1.225 0.09
H 5.245 6.364 1.451 0.09
H 6.380 -6.808 -3.944 0.11
C -5.277 2.566 1.218 -0.09
H -2.639 3.460 -2.385 0.12
H 3.578 0.134 8.059 0.13
H 2.316 -0.106 4.081 0.12
C 5.122 -0.590 -0.228 -0.12
C -3.312 5.371 2.877 -0.17
H 3.018 -1.264 -1.925 0.09
N 4.390 5.921 1.757 0.05
H -3.315 -2.534 -4.572 0.13
H 6.096 -0.149 -0.015 0.08
C -5.481 8.423 0.277 -0.16
H 4.359 7.562 -0.368 0.08
H 3.115 -3.397 -3.104 0.10
O 0.234 -6.429 -2.982 -0.20
H -0.134 -1.123 -1.434 0.07
C -7.829 8.024 0.656 -0.09
C -2.925 -1.969 -3.725 -0.22
H 1.193 6.946 1.674 0.07
C -0.851 0.905 -1.200 -0.49
H -3.650 4.761 -1.683 0.11
H -5.808 8.988 -0.596 0.13
H -3.136 0.478 -4.690 0.09
H 0.267 -7.517 5.744 0.12
C 2.295 -4.880 -6.866 -0.26
O -0.660 6.320 0.728 -0.24
H 8.609 -7.053 -3.121 0.08
H 1.939 3.171 -0.821 0.07
H 5.027 -5.163 -7.633 0.09
H 0.254 1.031 0.608 0.08
H 2.521 5.439 0.777 0.08
H -3.612 -3.480 0.435 0.10
O -6.534 7.486 0.588 -0.22
C 7.415 -0.691 7.312 -0.09
C -2.632 -2.898 -2.551 -0.22
C 0.581 -10.213 5.518 -0.10
H -1.972 -1.614 -4.117 0.11
H 1.232 -1.974 -4.308 0.10
H 1.571 -8.051 -3.521 0.08
H 8.009 -1.419 7.864 0.08
C 2.530 -1.245 5.932 -0.17
C -0.729 -7.044 4.001 -0.21
H 1.769 0.712 5.529 0.09
H 1.308 0.517 -5.074 0.11
H 3.362 2.164 4.459 0.12
H -1.089 -0.064 0.707 0.07
H -0.856 4.371 3.208 0.09
O 4.214 3.797 3.767 -0.05
H 4.476 0.272 -0.060 0.07
H -1.413 -0.262 4.085 0.09
H 9.606 -5.602 -3.124 0.08
H -2.083 3.091 3.674 0.10
C 2.037 -0.248 -5.340 -0.20
N 2.045 -2.575 -6.111 -0.06
N -0.264 -5.664 3.760 -0.05
H 1.813 1.938 2.542 0.06
C -11.050 1.441 -2.782 -0.10
H 3.703 -2.502 -0.828 0.09
C -7.707 0.289 -1.714 -0.19
H 8.764 -5.997 -1.678 0.08
H 4.418 3.718 0.080 0.11
H 4.190 0.786 -3.135 0.07
H -4.442 2.185 1.806 0.08
H -6.173 -3.140 0.081 0.13
C -0.494 -3.577 2.406 -0.20
C 4.453 -5.845 -7.006 -0.08
N 4.983 -3.970 -2.474 -0.04
H -11.527 0.506 -3.075 0.09
H 0.594 5.128 -0.285 0.12
H -11.261 1.553 -1.718 0.08
H -3.756 -2.407 1.813 0.09
H -0.076 -0.273 -2.932 0.07
C -5.897 -2.185 0.529 -0.16
H -0.358 7.589 2.301 0.09
H 3.002 -2.625 -5.792 0.10
H 1.525 3.165 5.328 0.07
O -0.206 -9.318 4.706 -0.19
H 4.239 -5.681 -3.680 0.09
C 1.417 -3.895 -6.115 -0.19
H -2.609 -1.964 0.551 0.07
H 4.989 -1.316 0.574 0.09
H -1.386 1.769 0.573 0.05
H -0.107 0.161 2.993 0.05
H 5.106 4.935 -0.746 0.12
O 6.181 -0.289 7.982 -0.20
O 0.420 -0.742 4.843 -0.20
H 1.262 -10.747 4.856 0.08
H 5.908 -3.611 -2.288 0.10
H 1.706 -3.049 0.026 0.08
H -5.364 9.118 1.109 0.13
H 2.638 4.406 5.541 0.09
H -3.434 8.550 -0.382 0.14
C -1.631 3.681 2.876 -0.05
C -3.575 -2.433 0.738 -0.16
H 3.537 1.236 6.678 0.10
O -0.378 2.097 -1.801 -0.05
C 3.551 5.724 0.566 -0.39
H 2.400 -0.053 -6.349 0.12
O -4.885 3.410 0.139 -0.21
O -3.750 -0.901 -3.316 -0.19
H 8.147 0.095 7.126 0.08
H -1.832 -5.337 -1.466 0.11
H -1.888 0.708 -1.472 0.12
O 0.495 -3.895 1.431 -0.21
C 2.151 3.842 4.747 -0.06
H -0.057 -3.039 3.247 0.12
C 2.565 2.726 2.490 -0.03
H 0.619 -5.619 3.272 0.10
H -2.369 -2.248 -1.716 0.09
H 0.314 -1.488 -5.795 0.12
C -0.391 0.114 4.044 -0.12
C 3.059 3.054 3.908 -0.52
H 3.275 2.382 1.738 0.07
H -3.972 5.049 3.682 0.13
C 4.046 0.372 7.104 -0.23
H -1.235 -2.938 1.925 0.09
H -8.215 8.174 -0.352 0.09
H 5.098 -6.419 -6.341 0.08
H -0.076 -10.917 6.030 0.08
H 1.247 -4.260 -5.102 0.10
H -4.605 0.797 -3.836 0.07
H 4.153 4.300 2.951 0.02
C 5.509 0.747 7.277 -0.22
C 1.565 -6.991 -3.267 -0.08
H -5.006 6.743 2.427 0.14
C 0.248 -7.928 4.735 -0.21
H -0.965 2.757 -1.426 0.01
H 1.616 4.634 4.223 0.07
H -5.761 1.687 0.791 0.06
H 2.692 7.021 -0.892 0.06
C 1.294 -1.624 -5.338 -0.21
C -4.010 2.760 -0.842 -0.12
H 4.356 -2.463 -3.892 0.11
C 3.397 7.145 -0.070 -0.06
H -2.592 6.000 3.401 0.13
N 3.943 -0.772 6.253 -0.04
H -5.997 -0.913 -1.608 0.08
O -4.585 -1.717 0.154 -0.20
C 1.248 -2.814 0.987 -0.10
H 1.842 -1.574 6.711 0.12
C -0.140 5.900 -0.518 -0.19
H 0.675 -5.758 -1.047 0.11
C -1.066 -4.616 -1.754 -0.18
H -1.675 -7.112 4.537 0.12
H 3.180 1.733 -4.131 0.07
H 0.614 -1.933 0.885 0.07
H -3.520 1.880 -0.425 0.11
H 4.014 6.653 2.342 0.08
H 1.265 -7.874 4.346 0.12
H -11.427 2.292 -3.349 0.09
H -1.018 -4.040 -0.830 0.09
C 5.112 -5.038 -3.571 -0.17
H -2.115 -4.725 3.310 0.12
H 0.426 6.684 -1.020 0.13
H 7.083 -1.152 6.382 0.08
C -7.016 -1.158 0.083 -0.22
H 2.476 -4.672 -7.921 0.13
O -9.648 1.208 -2.848 -0.19
N -1.909 4.235 -0.720 -0.07
H 5.265 -4.529 -4.523 0.10
C 6.324 -5.962 -3.258 -0.22
C -0.784 0.901 0.303 -0.04
O 7.567 -5.235 -3.347 -0.20
N -1.491 -3.718 -2.875 -0.04
H 4.544 0.891 -4.920 0.10
H -1.346 -5.402 1.949 0.11
H -4.687 5.508 1.183 0.14
C 8.668 -6.025 -2.763 -0.08
H -0.934 -7.473 3.020 0.11
C -1.250 5.334 -1.333 -0.20
H -6.938 -0.255 0.689 0.09
H -1.192 2.920 2.231 0.07
H 2.160 3.588 1.960 0.06
O 3.476 -5.166 -6.211 -0.22
H -9.507 -0.786 -2.321 0.13
H 6.028 0.950 6.340 0.12
C 0.027 -0.131 -1.857 -0.04
H -4.649 -0.419 -5.136 0.10
C 2.590 3.220 -1.693 -0.09
H 5.570 1.649 7.885 0.12
H 3.016 7.877 0.641 0.06
H 4.352 -1.542 6.762 0.10
C 3.857 -1.937 -1.748 -0.18
H 1.691 -5.787 -6.837 0.12
H -8.520 7.288 1.068 0.10
O 3.322 4.451 -1.608 -0.18
C 3.781 0.823 -4.145 -0.08
H 0.220 8.159 0.768 0.10
H -2.525 6.686 0.980 0.10
C -4.065 7.746 -0.006 -0.07
H -0.357 1.149 4.384 0.07
H 0.478 -3.867 -6.667 0.12
H 1.132 -9.765 6.345 0.08
H 1.081 0.083 -1.677 0.08
H -6.007 3.007 1.897 0.09
H 3.258 2.362 -1.765 0.07
H -7.290 0.514 -2.696 0.11
H 2.001 3.193 -2.610 0.08
C 1.804 -0.256 5.031 -0.20
C 4.109 4.632 -0.426 -0.17
H -1.666 -4.335 -3.656 0.11
H -7.994 -1.610 0.250 0.12
C -4.047 0.001 -4.329 -0.12
O 5.050 -1.151 -1.527 -0.19
H -4.267 6.973 -0.748 0.14
H 2.188 -6.934 -2.374 0.08
H 1.993 -2.694 1.773 0.10
C 0.278 -5.356 -1.979 -0.18
H -2.026 6.089 -1.458 0.11
H -3.483 -3.461 -2.170 0.12
O 3.046 -0.377 -4.357 -0.22
```

Properties
spin multiplicity = 2
expectation value of S² = 0.754
highest occupied orbital energy (spin up / spin down) = -9.7 / -9.7 eV
E = -114821.1717 eV
net charge = +1
Kohn-Sham gap (spin up / spin down) = 0.2756 / 0.0913 hartree